No. 1
2 unconnected molecules or ions with the total composition C29H28F3N3O4. Source: OMol25; level of theory: ωB97M-V/def2-TZVPD.

Last column: Löwdin charge in e.
Element x y z (Å)
H -1.988 -0.737 -1.139  0.054
C -0.495 -1.759 2.536  -0.152
C -2.050 -3.182 -0.285  0.019
F 5.141 2.508 -2.410  0.103
C -1.458 -2.812 3.095  -0.371
H 1.557 -1.526 1.958  0.129
H -3.285 -4.544 3.306  0.102
C 2.146 -2.028 6.048  -0.068
C -1.233 1.004 -3.009  -0.167
F 6.398 4.118 -1.597  0.078
C 2.659 3.857 -1.365  -0.435
C 2.512 -3.353 6.318  -0.079
H 5.299 6.093 -1.865  0.109
H 1.366 -0.649 4.556  0.117
C -2.999 0.575 -4.676  0.022
O -4.063 1.174 -7.108  0.065
H 0.923 -3.190 1.798  0.130
C -0.573 -0.501 0.406  0.050
N -1.082 -1.446 1.227  0.053
H -3.474 -0.660 0.012  0.073
N -2.380 -3.081 2.126  -0.038
C -2.415 0.316 -3.447  0.008
N -3.031 1.810 -6.786  -0.310
C -1.256 2.240 -5.138  0.043
H 1.792 -4.729 3.269  0.114
C -1.102 -0.186 -0.840  -0.058
H -2.939 -3.802 -0.452  0.094
H 2.888 -3.626 7.305  0.104
H 0.594 4.506 -1.373  0.080
H 1.071 6.908 -1.797  0.089
C -3.426 -4.060 2.336  -0.003
C -3.544 -1.393 0.816  0.019
H 0.222 2.505 -3.606  0.132
C 1.894 6.197 -1.716  -0.144
O 2.402 2.652 -1.170  -0.103
C 1.907 -3.981 4.059  -0.041
C -0.681 1.972 -3.910  0.038
H -3.673 -0.850 1.764  0.112
C 3.213 6.655 -1.852  -0.138
H -4.416 -3.589 2.319  0.095
H -0.842 2.974 -5.827  0.131
H -4.418 -2.032 0.641  0.094
H 2.682 -5.364 5.516  0.105
H 0.289 1.326 -1.501  0.119
H 3.441 7.709 -2.034  0.082
C -0.611 0.751 -1.742  0.078
C 0.938 -2.297 2.448  -0.080
H -2.889 -0.436 -2.816  0.106
C -2.283 -2.261 0.921  -0.456
C 4.273 5.740 -1.754  -0.069
C 1.619 4.866 -1.480  -0.068
C 1.517 -2.662 3.799  -0.239
H -0.537 -0.867 3.190  0.172
C 5.195 3.467 -1.437  -0.533
C 4.037 4.406 -1.520  -0.083
H -3.402 -4.825 1.552  0.094
H -1.188 -3.832 -0.075  0.107
O -2.519 2.673 -7.536  0.077
C -2.424 1.541 -5.528  -0.130
F 5.254 2.835 -0.227  0.104
H 0.309 0.040 0.766  0.168
C 2.398 -4.329 5.319  -0.072
H -1.837 -2.620 -1.194  0.074
H -3.896 0.053 -5.008  0.125
H 2.233 -1.261 6.819  0.106
O -1.418 -3.325 4.209  0.099
C 1.657 -1.679 4.785  -0.038

Calculated values
Spin multiplicity: 1
E_LUMO, eV: -3.29
HOMO energy, eV: -5.698
E, eV: -51335.5303
Relative energy (zero: lowest compared OMol25 entry of this formula, charge and spin), eV: 0.509

=====

No. 2
A molecular structure, C36H34AsGaN6S2. Source: OMol25; level of theory: ωB97M-V/def2-TZVPD.

Last column: Löwdin charge in e.
Element x y z (Å)
C -1.528 -1.953 0.744  -0.144
H -5.513 2.603 -0.567  0.120
C 1.746 -4.155 -0.887  -0.055
C 2.957 -0.112 -5.412  -0.048
C 3.792 -0.146 -3.168  -0.085
H 1.502 -5.521 0.748  0.115
H 2.051 -1.412 1.811  0.106
H -4.732 0.916 0.149  0.081
C 0.229 0.845 2.179  -0.097
C 1.949 -2.835 -1.267  -0.079
H -2.494 5.262 1.154  0.079
C 4.789 -0.314 0.535  -0.094
C -2.276 -3.081 1.087  -0.059
N -1.310 -1.611 -0.537  0.059
Ga -0.351 0.263 -0.841  0.212
H -4.678 4.193 1.928  0.078
C 2.052 -1.844 -0.297  -0.386
C 3.925 0.605 -0.047  -0.378
C -2.720 4.354 -0.801  -0.173
H -6.246 3.450 1.617  0.092
C 1.426 0.075 -3.559  -0.627
C -5.175 3.353 1.443  -0.051
C -2.891 1.982 -0.322  -0.355
H -3.438 5.103 -1.123  0.125
C -3.667 0.751 0.047  0.032
H 1.680 -4.928 -1.642  0.117
C -0.972 -1.074 1.756  -0.161
H 4.496 -1.348 0.656  0.100
As 2.212 0.032 -0.764  1.336
S -3.015 -4.251 4.602  1.101
C 6.048 0.106 0.940  -0.054
C 0.126 0.661 3.554  0.005
C 1.668 0.028 -4.930  -0.112
H -1.146 2.672 -0.879  0.058
C 5.560 2.342 0.186  -0.060
C 4.299 1.934 -0.218  -0.111
H 7.420 1.746 1.069  0.118
H -0.673 -0.626 5.092  0.137
H 5.865 3.371 0.051  0.116
C 2.496 -0.011 -2.668  -0.407
H -1.334 5.815 -0.055  0.090
C 4.026 -0.201 -4.530  -0.056
C 1.950 -2.184 1.054  -0.139
C -2.577 -3.493 -1.253  0.013
C -1.868 4.943 0.322  -0.050
N -3.485 3.162 -0.401  -0.044
C -1.878 -2.509 3.489  -0.299
S -0.291 0.270 -3.107  0.729
C 6.432 1.428 0.762  -0.052
C 1.751 -3.502 1.430  -0.064
H -3.505 0.004 -0.729  0.091
N -3.109 -4.380 3.005  -0.194
C 1.645 -4.488 0.456  -0.057
H 0.769 1.687 1.760  0.122
C -1.806 -2.363 -1.512  -0.085
H -2.114 4.110 -1.678  0.126
H 3.125 -0.153 -6.480  0.119
H -1.572 -2.048 -2.523  0.087
H -3.288 0.360 0.991  0.094
H -5.207 4.314 -0.468  0.123
N -1.606 1.820 -0.586  0.075
H -3.415 -4.721 0.311  0.137
H -4.833 2.432 1.915  0.070
H 1.691 -3.764 2.479  0.115
H 4.626 -0.207 -2.479  0.108
N -0.313 0.003 1.311  0.029
H 0.830 0.103 -5.612  0.106
H -1.135 4.232 0.704  0.063
H 2.035 -2.580 -2.317  0.111
C -2.819 -3.855 0.054  0.061
C -4.908 3.353 -0.059  -0.178
H 6.729 -0.604 1.389  0.117
H 5.036 -0.306 -4.901  0.116
H 0.578 1.373 4.229  0.127
N -2.133 -2.915 4.719  -0.195
C -0.561 -0.436 4.032  0.057
C -1.127 -1.335 3.121  -0.063
H -2.975 -4.067 -2.077  0.128
H 3.617 2.640 -0.677  0.106
C -2.446 -3.362 2.492  -0.296

Calculated values
Spin multiplicity: 1
E_LUMO, eV: -6.17
HOMO energy, eV: -13.031
E, eV: -181700.3310
Total charge: +2
Relative energy (zero: lowest compared OMol25 entry of this formula, charge and spin), eV: 0.000